The following is a DFT calculation (the ωB97M-V functional and the def2-TZVPD basis) of one molecule with the formula C3H5NO3 in a non-equilibrium geometry.

Properties
Gap between HOMO and LUMO (alpha / beta) in eV: 7.44 / 9.47
Total energy in eV: -10815.320
HOMO level (alpha / beta) in Eh: -0.2365 / -0.4015
Spin multiplicity: 3
ΔE to the lowest compared entry with this formula, charge and spin in kcal/mol: 102.5
⟨S²⟩: 2.007

Last column: natural (NBO) charge in e.
Positions of all 12 atoms, in Å:
C -1.42 1.82 1.14  -0.1376
C -1.07 0.54 0.50  0.3493
C 1.46 -1.69 -0.89  -0.2654
N -0.21 0.13 -0.39  0.1802
O 0.53 -1.04 0.03  -0.3921
O -0.03 0.58 -1.55  -0.3160
O -1.18 0.60 1.90  -0.4218
H -0.55 2.48 1.02  0.1846
H -2.41 2.22 1.28  0.2071
H 2.48 -1.26 -0.99  0.1948
H 0.81 -1.78 -1.74  0.2073
H 1.58 -2.62 -0.32  0.2097